A structure of composition C7H8InO5, computed with ωB97M-V/def2-TZVPD.

For the energy relative to the best compared isomer or geometry (same formula, charge and spin), the calculation gives 3.520 eV. The value obtained for the HOMO energy (alpha / beta) is -22.87 / -18.90 eV. The strongest force on any atom comes out at 4.5 eV/Å. Its LUMO energy (alpha / beta) is -13.594 / -15.350 eV. The frontier orbital gap (alpha / beta) comes out at 9.28 / 3.55 eV. Its total charge is +3.

Positions of all 21 atoms, in Å:
In 0.55 0.37 0.21
O 3.27 -1.05 0.30
C 2.30 -0.56 0.26
C -1.05 1.53 0.32
O -1.92 2.19 0.38
C 0.08 -0.42 1.96
O -0.17 -0.86 2.93
C 1.04 1.20 -1.51
O 1.32 1.67 -2.46
C -1.44 -3.60 -2.26
H -0.80 -3.63 -3.15
H -1.25 -4.39 -1.53
C -2.57 -2.89 -2.25
H -3.36 -3.07 -1.50
H -2.91 -2.31 -3.12
C 0.93 2.69 2.21
O 1.68 1.95 1.25
H 0.35 2.03 2.86
H 0.27 3.41 1.70
H 1.67 3.21 2.82
H 1.99 2.53 0.57